Molecular formula: C4H8N2O
Method: DFT, ωB97M-V/def2-TZVPD

## Properties
Electronic energy (a.u.): -341.8568

Last column: Mulliken charge in e.
CARTESIAN COORDINATES (ANGSTROEM)
C: 2.29207 0.88756 -0.00164  0.397
H: -2.78699 0.15810 0.68027  0.330
H: 1.05734 0.23260 -1.63720  0.262
O: -2.43291 -0.01865 -0.19764  -0.499
H: 0.08044 0.47817 1.10898  0.364
C: -1.26080 0.66710 -0.41329  -0.405
H: -0.50283 -1.81845 1.17044  0.317
H: 1.19804 -1.47987 0.78523  0.356
C: 0.17691 -1.41479 0.41467  -0.832
N: 0.01058 0.05490 0.18566  -0.071
H: -1.22810 1.67886 -0.00602  0.386
H: 0.10003 -1.98016 -0.51453  0.318
C: 1.06692 0.69316 -0.65213  -0.710
H: -1.06504 0.73156 -1.47657  0.319
N: 3.29434 1.12992 0.55378  -0.532

Atoms 1-3, force components in eV/Å:
C 0.82 0.16 0.49
H 0.00 0.06 -0.02
H 0.16 0.10 0.14